{
  "formula": "C26H32IN3NiO3",
  "method": "ωB97M-V/def2-TZVPD",
  "orbital_gap_ha": [0.2703, 0.2703],
  "molar_mass_g_mol": 620.2,
  "lumo_energy_ha": [-0.012, -0.012],
  "species": ["Ni", "C", "C", "N", "C", "C", "C", "O", "C", "C", "N", "C", "C", "C", "C", "C", "C", "I", "C", "O", "H", "H", "H", "H", "H", "H", "H", "H", "H", "H", "H", "H", "O", "C", "C", "C", "C", "C", "C", "N", "H", "H", "H", "H", "H", "H", "H", "H", "H", "H", "H", "C", "C", "C", "C", "C", "C", "H", "H", "H", "H", "H", "H", "H", "H", "H"],
  "coordinates": [[-0.57995, 0.18099, 0.06159], [0.86531, 0.68520, 4.31786], [0.62413, -0.73115, 3.89676], [0.73230, -1.69372, 4.77059], [0.52626, -2.97663, 4.38689], [0.17985, -3.33690, 3.11602], [-0.03253, -4.79518, 2.80202], [0.82688, -5.28590, 1.77345], [0.01099, -2.31279, 2.14248], [-0.47775, -2.66849, 0.84573], [-1.05060, -1.88217, -0.01175], [-1.73773, -2.48270, -1.09455], [-2.19728, -3.81000, -1.04037], [-2.88623, -4.39593, -2.08396], [-3.19460, -3.66210, -3.22000], [-2.81197, -2.33483, -3.28043], [-2.09921, -1.76474, -2.23484], [-1.65412, 0.28113, -2.43010], [0.28743, -0.97386, 2.51288], [0.34273, 0.01029, 1.69736], [1.16143, 0.70746, 5.36361], [-0.03811, 1.28164, 4.17351], [1.64082, 1.13966, 3.69884], [0.63469, -3.72191, 5.16714], [-1.04875, -4.98014, 2.44927], [0.10078, -5.37290, 3.72016], [1.73679, -5.13193, 2.04670], [-0.39113, -3.72547, 0.60528], [-2.03919, -4.38846, -0.14139], [-3.19750, -5.42929, -2.00182], [-3.75467, -4.10379, -4.03347], [-3.07430, -1.72950, -4.13750], [1.34875, 0.13390, -1.04213], [2.38856, -0.28218, -1.51251], [3.65205, -0.40737, -0.71015], [4.35792, 0.96098, -0.87955], [4.50921, 1.49604, -2.31713], [3.20051, 1.94402, -3.00072], [2.40395, 0.79343, -3.64835], [2.56845, -0.44641, -2.87409], [4.27849, -1.21595, -1.09426], [3.43075, -0.58198, 0.34088], [5.34885, 0.88426, -0.42944], [3.79542, 1.69778, -0.30082], [5.03289, 0.76633, -2.94573], [5.16547, 2.36548, -2.25466], [3.42413, 2.68823, -3.76747], [2.57147, 2.43856, -2.25521], [2.75682, 0.59216, -4.65870], [1.34699, 1.04518, -3.70341], [3.45803, -0.87609, -3.07636], [-3.98681, 4.07875, 1.28681], [-2.72439, 4.18305, 0.42084], [-1.80320, 5.27023, 0.98466], [-3.11868, 4.53897, -1.02035], [-2.02754, 2.88391, 0.41770], [-1.51038, 1.78747, 0.45672], [-4.52006, 5.03357, 1.30032], [-3.72355, 3.81218, 2.31098], [-4.65628, 3.31098, 0.89683], [-2.32499, 6.23096, 1.00956], [-0.90995, 5.37730, 0.36768], [-1.49007, 5.01871, 1.99852], [-3.71277, 5.45697, -1.03900], [-3.70659, 3.73473, -1.46574], [-2.22824, 4.68993, -1.63372]],
  "mulliken_charge": [0.411, -1.151, 0.517, -0.686, -0.918, 0.837, -0.932, -0.538, -0.154, -0.295, -0.154, 0.413, -0.417, -0.846, -0.557, -0.626, 0.351, 0.198, 0.625, -0.639, 0.383, 0.270, 0.254, 0.347, 0.324, 0.380, 0.355, 1.106, 0.437, 0.388, 0.378, 0.379, -0.474, 0.366, -0.718, -0.511, -0.814, -0.377, -0.732, -0.248, 0.397, 0.164, 0.405, 0.263, 0.290, 0.372, 0.447, 0.214, 0.475, 0.081, 0.387, -1.635, 2.277, -1.575, -1.584, -0.231, -1.086, 0.391, 0.392, 0.377, 0.387, 0.378, 0.369, 0.395, 0.356, 0.360]
}